{"formula": "C62H47Cl4N6O3P2V", "method": "ωB97M-V/def2-TZVPD", "charge": 1, "s2": 3.767, "multiplicity": 4, "de_lowest_kcal_mol": 18.9, "homo_ha": [-0.3254, -0.3291], "species": ["V", "Cl", "Cl", "Cl", "Cl", "P", "P", "O", "O", "O", "N", "N", "N", "N", "N", "N", "C", "C", "C", "C", "C", "C", "C", "C", "C", "C", "C", "C", "C", "C", "C", "C", "C", "C", "C", "C", "C", "C", "C", "C", "C", "C", "C", "C", "C", "C", "C", "C", "C", "C", "C", "C", "C", "C", "C", "C", "C", "C", "C", "C", "C", "C", "C", "C", "C", "C", "C", "C", "C", "C", "C", "C", "C", "C", "C", "C", "C", "C", "H", "H", "H", "H", "H", "H", "H", "H", "H", "H", "H", "H", "H", "H", "H", "H", "H", "H", "H", "H", "H", "H", "H", "H", "H", "H", "H", "H", "H", "H", "H", "H", "H", "H", "H", "H", "H", "H", "H", "H", "H", "H", "H", "H", "H", "H", "H"], "coordinates": [[-0.38123, -0.15428, -1.11614], [-2.27334, 4.59210, -3.18559], [7.01689, -0.79079, 1.61630], [0.60124, 4.73523, -2.84107], [-0.54005, 3.24915, -5.02609], [-1.89557, 1.72539, 0.72539], [0.66923, -1.81135, 0.69892], [1.21601, 0.75361, -0.40756], [-0.21042, 0.21254, 2.58329], [0.51753, -1.50785, -1.92862], [-0.83845, 1.57303, -1.87878], [-1.28632, -0.50794, -3.09731], [-0.79534, -0.35877, -4.38917], [-2.14689, -1.17690, -0.69674], [2.82058, 1.21024, -5.22761], [1.15820, 0.74467, -3.65400], [2.58891, 0.70246, -7.58608], [2.80380, -1.05906, -0.96576], [4.16495, -3.82655, 0.11704], [-3.62786, -2.40286, 0.72969], [-0.55984, -4.11435, -0.24463], [5.36305, -2.99485, -0.22554], [4.64400, 0.33769, 1.12278], [0.81162, -0.50424, 3.17178], [-4.32279, -2.87410, -0.36380], [1.68410, 1.89368, 5.64033], [0.05497, -0.33118, -7.06663], [0.82162, 0.17270, -6.01002], [-0.75333, 3.73025, -3.34053], [5.31287, -1.47169, -0.47074], [-0.83654, 1.20993, 3.28009], [0.61420, 0.82384, 5.34178], [0.54656, -0.31708, -8.35193], [-5.89685, 0.77432, 1.28444], [-1.48012, -5.88357, 1.10659], [2.42208, 0.21487, -0.21299], [3.28958, 0.73242, 0.68977], [2.30871, 1.23153, -3.99079], [-2.89680, 5.70524, 0.08390], [0.11208, 0.20461, 6.65693], [2.08383, 0.69042, -6.28672], [-2.53332, 2.90087, 3.23378], [-1.10576, -5.19832, 2.25400], [-3.00719, 4.31906, 0.14265], [-0.45071, -3.97272, 2.15644], [1.37727, -1.50285, 2.37178], [-5.56218, 1.20439, -1.05357], [-3.93536, -2.45496, -1.62746], [2.29290, -1.02229, 4.95469], [-2.30334, 3.15535, 4.57336], [2.43460, -2.23897, 2.89667], [5.53740, -0.56907, 0.68652], [-0.53767, 1.49493, 4.60983], [1.81977, 0.20069, -8.60980], [1.81377, -1.90025, -1.72758], [2.89599, -1.99428, 4.18215], [-1.79675, 1.92961, 2.56284], [-0.63324, 4.15951, 0.50146], [5.52746, -1.26568, -1.92716], [1.23704, -0.25560, 4.46953], [4.25054, -0.82877, -1.35340], [-1.29424, 2.47547, 5.23638], [-2.35312, -1.18475, -3.06551], [-1.87594, 3.53561, 0.36438], [-1.20679, -5.33857, -0.14391], [-6.40971, 0.88506, 0.00083], [-4.21424, 1.43476, -0.81574], [-3.69102, 1.36290, 0.48150], [-2.55769, -1.55918, 0.52058], [-1.66301, 6.31800, 0.24732], [0.35915, 0.17632, -4.61582], [-2.85560, -1.60877, -1.75433], [-0.78988, 2.52361, -2.49156], [-0.15821, -3.42966, 0.90726], [-0.52734, 5.54107, 0.44788], [-4.54419, 1.00668, 1.52352], [2.18786, -2.30144, -0.29859], [2.86589, -3.56204, 0.06764], [-4.44996, -2.78511, -2.52252], [2.05797, 2.32543, 4.70878], [3.73459, 1.58994, -5.40386], [0.43753, 6.01648, 0.57631], [4.97668, 0.90126, 1.98945], [4.35940, 0.24966, -1.34247], [1.26665, 2.70167, 6.24787], [4.43468, -4.84021, 0.41345], [2.18917, -4.35923, 0.35984], [-1.99867, -1.16801, 1.36010], [-2.81607, -1.51424, -3.99021], [2.91801, 1.70753, -3.22671], [-0.35651, -3.68545, -1.21978], [6.11958, -3.14653, 0.54949], [2.24783, -2.48988, -2.52786], [6.20065, -0.58267, -2.44205], [-5.15041, -3.56176, -0.23681], [2.20591, 0.21152, -9.62145], [2.65572, -0.84912, 5.96374], [-3.90368, -2.68757, 1.73681], [-0.67159, -0.53060, 6.45983], [2.52755, 1.45739, 6.18117], [2.89832, -3.00982, 2.30388], [-3.98029, 3.86085, 0.03011], [-1.58562, 7.39859, 0.22282], [5.78187, -3.45163, -1.12666], [3.72654, -2.56878, 4.57762], [-0.92673, -0.72489, -6.84219], [-1.08352, 2.72303, 6.27168], [0.25326, 3.54989, 0.66572], [-1.31470, -5.61964, 3.23062], [-1.97639, -6.84455, 1.18405], [-0.15411, -3.44727, 3.05717], [-2.88580, 3.90439, 5.09526], [-6.55021, 0.51320, 2.10878], [-0.29788, 0.97261, 7.31724], [-3.56174, 1.68967, -1.64446], [-3.28652, 3.46820, 2.70115], [2.89329, 1.58887, 1.22828], [-4.15803, 0.91659, 2.53122], [0.92485, -0.29180, 7.19041], [-1.49257, -5.87327, -1.04328], [-5.95401, 1.28088, -2.06212], [3.57202, 1.11649, -7.78077], [-0.05361, -0.70707, -9.16466], [-3.78566, 6.30529, -0.07762], [-7.46579, 0.72144, -0.18016]], "forces_ev_per_a": [[0.6726, -0.3070, 1.5739], [-0.1644, 0.0520, 0.1470], [-0.0377, 0.0442, -0.1172], [0.1393, 0.0160, 0.0989], [0.0181, -0.1267, -0.1587], [-0.7803, 0.2994, 0.6475], [0.9691, -0.6783, 0.5308], [0.4754, -0.2028, -0.2237], [0.0999, -0.0906, 0.1115], [1.0940, -1.3128, -0.8468], [-0.0883, 1.1744, -0.2919], [0.7064, 0.3084, -0.7236], [-0.5673, -0.1386, -0.0682], [-0.8457, -0.4748, 0.3698], [0.0208, 0.0092, -0.1721], [0.3263, 0.1169, 0.1931], [0.0985, 0.0883, 0.0368], [-0.3467, 0.2610, -0.2776], [0.1671, -0.0121, 0.0484], [-0.1051, -0.0382, 0.1622], [-0.0445, -0.1040, 0.0349], [-0.2946, 0.1371, 0.1077], [-0.2061, 0.0874, 0.1004], [-0.0982, 0.0282, -0.0552], [-0.1153, -0.1064, -0.1757], [-0.0163, 0.0181, 0.0286], [-0.0256, -0.0017, 0.0262], [-0.0557, 0.0080, -0.0017], [0.0698, -0.1208, 0.0096], [0.0024, 0.0791, 0.1570], [-0.0122, -0.0292, -0.0587], [0.0500, 0.0415, -0.0150], [-0.0283, -0.0097, -0.0637], [0.0993, -0.0062, -0.0100], [0.0063, -0.0018, 0.0091], [-0.4322, -0.2044, -0.3328], [0.2882, 0.2574, 0.2045], [-0.2971, -0.1820, 0.2403], [-0.0210, -0.0738, 0.0238], [-0.0476, 0.0086, 0.0036], [-0.0124, -0.0044, -0.0507], [-0.0174, -0.0343, -0.0004], [-0.0201, 0.1127, -0.0200], [0.1235, 0.0783, 0.0410], [-0.0251, -0.0800, -0.0330], [-0.2579, 0.1337, -0.0563], [0.0917, 0.0274, -0.0360], [-0.3000, -0.1915, -0.1567], [0.0514, 0.0281, 0.1022], [-0.0428, 0.0736, 0.0565], [-0.1283, 0.0697, 0.0590], [0.1091, -0.1083, -0.1939], [0.0669, -0.0737, -0.0324], [-0.0444, -0.0400, -0.0805], [0.0189, 0.5029, 0.4642], [0.0987, -0.0963, -0.0524], [0.2413, -0.2269, -0.1717], [0.0473, -0.0541, -0.0977], [0.1772, 0.3899, -0.1481], [-0.0647, 0.0812, -0.0185], [-0.3585, -0.7797, 0.4420], [-0.0358, 0.0376, 0.0661], [-0.6144, -0.4975, 0.2110], [0.0965, -0.0618, -0.0187], [0.0069, 0.0930, 0.0026], [-0.0195, -0.0432, 0.0228], [-0.0027, -0.0643, 0.1376], [0.0498, 0.0067, -0.0166], [0.1797, 0.2258, -0.1749], [0.0085, -0.0142, -0.0115], [-0.0264, -0.1076, 0.2610], [0.2046, 0.1706, -0.2787], [-0.2197, 1.5712, -0.8976], [0.0310, -0.0125, -0.0183], [-0.0569, 0.0187, 0.0097], [-0.0785, -0.0035, -0.0784], [-0.3550, 0.0469, -0.0586], [-0.0808, 0.1601, -0.1702], [-0.0080, -0.0013, 0.1039], [-0.0023, -0.0205, 0.0547], [0.0806, 0.0581, 0.0236], [-0.0122, -0.0314, -0.0179], [-0.0498, -0.0146, -0.0018], [0.1067, 0.2265, 0.0716], [0.0445, -0.0878, -0.0326], [-0.0330, 0.0782, -0.0408], [-0.0016, -0.0562, -0.0698], [0.1030, 0.0365, 0.0126], [-0.0654, -0.1109, 0.0333], [0.0077, -0.0663, -0.0003], [0.0374, -0.0120, -0.0060], [0.0174, -0.0097, -0.0128], [-0.0056, -0.0705, -0.0491], [-0.0945, -0.2182, -0.0393], [0.0218, 0.0710, -0.0386], [-0.0239, -0.0066, 0.0396], [-0.0433, -0.0045, -0.1137], [0.0682, 0.0335, -0.0437], [0.0511, 0.0222, 0.0225], [-0.0651, 0.0422, -0.0344], [0.0205, -0.0192, 0.0127], [-0.0176, -0.0108, 0.0298], [0.0041, -0.0542, -0.0164], [0.1146, -0.0445, 0.0427], [-0.0805, 0.0474, -0.0375], [0.0406, -0.0068, -0.0139], [-0.0335, -0.0256, -0.0817], [-0.0419, 0.0489, 0.0076], [0.0112, 0.0276, -0.0454], [0.0316, 0.0670, -0.0005], [0.0151, -0.0522, -0.0196], [0.0279, -0.0193, -0.0386], [0.0386, 0.0132, -0.0305], [0.0447, -0.0689, -0.0432], [-0.0157, 0.0156, -0.0324], [0.0356, 0.0082, -0.0127], [0.0555, -0.0119, -0.0021], [-0.0300, 0.0366, -0.0123], [-0.0577, 0.0426, -0.0274], [0.0128, 0.0427, 0.0522], [0.0329, 0.0032, 0.0626], [-0.0276, -0.0343, 0.0079], [0.0486, 0.0232, 0.0385], [0.0561, -0.0310, 0.0145], [0.0652, -0.0025, 0.0076]]}